1.
{"formula": "C5H8N3O2", "method": "ωB97M-V with the def2-TZVPD basis set", "charge": 1, "homo_lumo_gap_ev": 9.62, "homo_energy_ev": -14.8, "de_lowest_kj_mol": 661.6, "symbols": ["C", "C", "C", "C", "C", "N", "N", "N", "O", "O", "H", "H", "H", "H", "H", "H", "H", "H"], "coordinates": [[0.352, 0.989, 0.104], [1.446, 0.225, 0.267], [-0.929, -1.037, 0.075], [0.422, 2.482, 0.077], [-2.246, -1.672, -0.275], [-0.873, 0.367, 0.147], [0.168, -1.543, 0.503], [2.726, -0.214, -0.097], [3.461, 0.672, -0.320], [2.895, -1.397, -0.067], [-1.657, 0.887, 0.181], [1.465, 2.798, 0.157], [-0.022, 2.732, 0.978], [-0.125, 2.956, -0.878], [-3.201, -1.332, 0.118], [-2.228, -2.733, 0.081], [-2.296, -1.676, -1.494], [0.643, -2.504, 0.441]], "nbo_charge": [0.20, 0.34, 0.51, -0.64, -0.71, -0.53, -0.57, 0.48, -0.28, -0.31, 0.42, 0.27, 0.25, 0.27, 0.28, 0.27, 0.28, 0.47]}

=====

2.
{"formula": "C5H8N3O2P", "method": "ωB97M-V with the def2-TZVPD basis set", "charge": 0, "homo_lumo_gap_ev": 7.80, "homo_energy_ev": -8.4, "de_lowest_kj_mol": 338.3, "symbols": ["C", "C", "C", "C", "C", "N", "N", "N", "O", "O", "P", "H", "H", "H", "H", "H", "H", "H", "H"], "coordinates": [[-1.029, 1.216, -1.192], [-0.826, -0.106, -1.418], [-1.048, 1.391, 0.229], [0.466, -2.153, 1.294], [0.190, -1.786, -0.100], [-0.839, 0.185, 0.813], [-0.619, -0.708, -0.191], [-1.062, 2.582, 0.771], [1.517, 1.334, 0.069], [2.053, -0.814, -0.981], [2.550, 0.623, -0.679], [-1.052, 1.920, -1.997], [-0.727, -0.831, -2.356], [1.302, -2.726, 1.405], [0.622, -1.184, 1.790], [-0.291, -2.636, 1.801], [0.482, -2.300, -0.991], [-0.896, 3.383, 0.046], [-0.793, 2.610, 1.689]], "nbo_charge": [-0.31, 0.04, 0.44, -0.71, 0.37, -0.38, -0.21, -0.75, -1.15, -1.15, 1.48, 0.24, 0.25, 0.24, 0.28, 0.25, 0.25, 0.42, 0.41]}

=====

3.
{"formula": "C5H8N3O3", "method": "ωB97M-V with the def2-TZVPD basis set", "charge": -1, "homo_lumo_gap_ev": 8.22, "homo_energy_ev": -4.4, "de_lowest_kj_mol": 119.3, "symbols": ["C", "C", "C", "C", "C", "N", "N", "N", "O", "O", "O", "H", "H", "H", "H", "H", "H", "H", "H"], "coordinates": [[-1.579, -0.707, 0.967], [-0.166, -0.350, -1.239], [-0.288, -0.024, 0.293], [1.096, -0.979, -1.865], [1.156, 0.279, 2.091], [-0.429, 0.895, -2.087], [-0.841, 1.826, -1.495], [-0.787, 1.896, -0.207], [-1.528, -1.062, 2.149], [-2.561, -0.611, 0.198], [1.014, 0.107, 0.763], [-1.081, -0.912, -1.443], [1.896, -0.782, -1.152], [1.120, -0.792, -2.975], [0.898, -2.084, -1.813], [0.597, 1.125, 2.474], [2.236, 0.468, 2.259], [0.783, -0.637, 2.767], [-1.538, 2.343, 0.315]], "nbo_charge": [0.72, -0.22, 0.33, -0.63, -0.24, -0.22, 0.03, -0.52, -0.74, -0.74, -0.54, 0.24, 0.23, 0.23, 0.19, 0.17, 0.16, 0.19, 0.37]}

=====

4.
{"formula": "C5H8N3OS", "method": "ωB97M-V with the def2-TZVPD basis set", "charge": 1, "homo_lumo_gap_ev": [6.96, 6.96], "homo_energy_ev": [-12.5, -12.5], "de_lowest_kj_mol": 434.5, "symbols": ["C", "C", "C", "C", "C", "N", "N", "N", "O", "S", "H", "H", "H", "H", "H", "H", "H", "H"], "coordinates": [[2.456, -0.476, 1.295], [-0.510, -1.018, 0.005], [0.948, 0.960, 0.129], [-1.706, -1.611, 0.051], [1.018, 2.315, -0.540], [1.875, 0.566, 0.944], [-0.218, 0.324, -0.154], [-2.987, -1.065, 0.198], [1.573, -1.317, -1.355], [1.190, -1.934, -0.100], [3.201, -0.865, 1.939], [-1.702, -2.694, -0.184], [0.084, 2.719, -0.428], [1.152, 2.098, -1.542], [1.698, 2.843, 0.022], [-0.958, 0.965, -0.393], [-3.260, -0.140, -0.083], [-3.855, -1.668, 0.196]], "nbo_charge": [0.20, -0.17, 0.52, 0.07, -0.63, -0.42, -0.50, -0.78, -0.89, 1.13, 0.25, 0.25, 0.22, 0.26, 0.25, 0.42, 0.40, 0.43]}

=====

5.
{"formula": "C5H8N3SSe2Te2W", "method": "ωB97M-V with the def2-TZVPD basis set", "charge": 1, "homo_lumo_gap_ev": 6.80, "homo_energy_ev": -11.9, "de_lowest_kj_mol": 0.0, "symbols": ["W", "Se", "Te", "Te", "Se", "N", "C", "S", "C", "N", "C", "C", "C", "N", "H", "H", "H", "H", "H", "H", "H", "H"], "coordinates": [[-2.262, -2.077, -0.260], [-1.805, -4.379, -1.129], [-4.235, -3.781, -1.154], [-4.255, -2.851, 1.358], [-2.910, -0.282, -1.408], [-1.324, -1.030, 2.680], [-1.657, -1.401, 1.637], [0.154, -1.953, -0.796], [0.640, -0.311, -0.394], [0.936, 0.489, -1.404], [1.367, 1.878, -1.221], [2.086, 2.006, 0.112], [1.228, 1.430, 1.226], [0.774, 0.087, 0.850], [0.816, 0.113, -2.331], [0.494, 2.532, -1.258], [2.021, 2.138, -2.051], [2.291, 3.055, 0.316], [3.041, 1.481, 0.070], [0.360, 2.059, 1.432], [1.798, 1.333, 2.147], [0.443, -0.535, 1.578]], "nbo_charge": [-0.05, -0.07, 0.53, 0.25, 0.17, -0.37, -0.08, -0.05, 0.39, -0.55, -0.22, -0.43, -0.22, -0.55, 0.43, 0.21, 0.23, 0.25, 0.23, 0.22, 0.24, 0.46]}

=====

6.
{"formula": "C5H8N4O", "method": "ωB97M-V with the def2-TZVPD basis set", "charge": 0, "homo_lumo_gap_ev": 9.30, "homo_energy_ev": -8.6, "de_lowest_kj_mol": 504.5, "symbols": ["C", "C", "C", "C", "C", "H", "H", "H", "H", "H", "H", "H", "H", "N", "N", "N", "N", "O"], "coordinates": [[3.126, 0.046, 0.130], [1.716, -0.372, 0.185], [-0.940, -1.579, -0.080], [-1.638, 0.606, -0.027], [-1.578, 2.006, -0.045], [3.513, 0.326, 1.156], [3.220, 0.755, -0.711], [3.761, -1.008, -0.543], [1.245, -1.434, 0.680], [-2.867, -2.152, 0.117], [-1.095, 2.230, 0.677], [-2.625, 2.471, 0.190], [-0.995, 2.353, -0.932], [0.823, 0.264, -0.498], [-0.498, -0.211, -0.242], [-2.258, -1.494, 0.051], [-2.673, -0.208, 0.079], [-0.237, -2.597, -0.187]], "nbo_charge": [-0.66, 0.10, 0.71, 0.37, -0.63, 0.25, 0.24, 0.22, 0.23, 0.40, 0.21, 0.24, 0.25, -0.28, -0.30, -0.39, -0.29, -0.66]}